Entry 1:
The following is a DFT calculation (the ωB97M-V functional and the def2-TZVPD basis) of a cluster of 5 separate species, C25H44BrO12S in total at a distorted geometry.

Output
spin multiplicity	1
net charge	+1
lowest unoccupied orbital energy	-5.257	eV
gap between HOMO and LUMO	0.237	Ha

Element x y z (Å)
C -6.928 3.972 5.632
C -5.432 3.832 6.048
C -4.964 2.385 6.324
S -4.506 1.376 4.895
Br -6.163 1.469 3.433
C -3.134 2.101 4.047
C -2.659 1.358 2.987
C -1.622 1.826 2.228
C -1.056 3.036 2.560
C -1.499 3.788 3.619
C -2.545 3.300 4.369
H -7.439 4.610 6.354
H -7.442 3.021 5.482
H -6.975 4.497 4.672
H -5.321 4.369 6.996
H -4.824 4.368 5.320
H -5.805 1.869 6.802
H -4.151 2.398 7.058
H -3.088 0.394 2.720
H -1.219 1.251 1.401
H -0.220 3.451 2.006
H -1.059 4.740 3.888
H -2.882 3.887 5.217
C 1.936 0.369 2.803
C 2.095 1.673 2.047
O 3.310 1.698 1.301
C 3.277 1.019 0.147
O 2.323 0.428 -0.292
O 4.476 1.104 -0.415
C 4.616 0.357 -1.630
H 2.814 0.178 3.420
H 1.053 0.401 3.444
H 1.834 -0.471 2.117
H 2.153 2.500 2.755
H 1.244 1.862 1.391
H 3.832 0.606 -2.341
H 4.609 -0.711 -1.416
H 5.577 0.621 -2.062
C 2.586 -2.737 -7.034
C 3.118 -3.725 -6.018
O 4.549 -3.820 -6.079
C 5.214 -2.828 -5.480
O 4.722 -1.896 -4.898
O 6.517 -3.040 -5.655
C 7.361 -2.013 -5.128
H 2.953 -2.982 -8.032
H 1.496 -2.748 -7.045
H 2.918 -1.724 -6.807
H 2.741 -4.722 -6.241
H 2.797 -3.473 -5.007
H 7.132 -1.814 -4.083
H 7.258 -1.104 -5.721
H 8.384 -2.371 -5.202
C -8.383 2.177 0.843
C -9.808 2.399 0.382
O -10.390 3.537 1.026
C -10.025 4.722 0.525
O -9.279 4.898 -0.402
O -10.622 5.672 1.242
C -10.265 7.005 0.863
H -8.342 2.120 1.936
H -7.980 1.253 0.423
H -7.737 3.001 0.539
H -10.425 1.546 0.660
H -9.864 2.501 -0.701
H -10.409 7.163 -0.203
H -9.231 7.209 1.140
H -10.918 7.679 1.411
C 8.935 -7.111 -0.320
C 9.485 -7.440 -1.692
O 8.431 -7.713 -2.626
C 7.812 -6.642 -3.121
O 8.068 -5.492 -2.867
O 6.849 -7.064 -3.940
C 6.050 -6.011 -4.488
H 8.262 -7.899 0.021
H 9.746 -7.002 0.401
H 8.364 -6.183 -0.338
H 10.085 -8.347 -1.642
H 10.128 -6.644 -2.068
H 6.667 -5.252 -4.957
H 5.430 -5.569 -3.707
H 5.404 -6.450 -5.243

Results of the Mulliken charge analysis, in e, for atoms 1 through 5: -1.188, -0.219, -0.827, 0.241, 0.278



Entry 2:
The following is a DFT calculation (the ωB97M-V functional and the def2-TZVPD basis) of a structure of composition C30H45BrGdO2P2 at a distorted geometry.

Output
spin multiplicity	8
energy above the lowest of the compared OMol25 structures with the same formula, charge and spin	7.159	eV
net charge	+1
lowest unoccupied orbital energy (alpha / beta)	-3.091 / -4.207	eV
gap between HOMO and LUMO (alpha / beta)	0.199 / 0.204	Ha

Element x y z (Å)
Gd -2.244 0.402 -0.641
C -3.410 1.324 1.336
C -3.027 2.417 0.480
C -4.579 1.106 -0.667
C -4.393 0.539 0.634
C -3.749 2.270 -0.758
C -2.828 0.988 2.680
H -1.757 1.249 2.746
H -2.930 -0.091 2.876
H -3.334 1.514 3.505
C -5.139 -0.649 1.127
H -4.923 -0.862 2.180
H -4.890 -1.540 0.534
H -6.224 -0.491 1.028
C -5.435 0.548 -1.757
H -6.502 0.722 -1.566
H -5.309 -0.540 -1.850
H -5.208 1.004 -2.726
C -3.472 2.954 -2.049
H -4.390 3.384 -2.468
H -3.106 2.241 -2.815
H -2.750 3.762 -1.956
C -1.907 3.384 0.679
H -2.201 4.408 0.387
H -1.032 3.118 0.041
H -1.580 3.412 1.726
C 1.647 -1.006 2.167
C 1.385 0.149 2.800
C 1.276 1.484 2.115
C 2.542 1.884 1.282
C 2.530 1.810 -0.167
C 2.567 0.639 -0.985
C 1.905 -0.623 -0.345
C 2.531 -1.092 0.961
H 1.168 2.252 2.910
H 3.391 1.304 1.685
H 0.346 1.550 1.504
H 3.451 -0.446 1.143
H 1.380 -1.970 2.616
H 1.004 0.104 3.815
H 2.872 -2.133 0.832
H 0.824 -0.415 -0.155
H 2.041 0.793 -1.937
H 1.901 -1.461 -1.061
H 2.775 2.930 1.572
H 2.654 2.768 -0.710
P 5.107 -0.067 0.708
C 5.945 -1.365 1.617
C 5.834 1.533 1.162
P 4.211 0.655 -2.200
C 5.194 -0.434 -1.071
C 4.917 2.340 -2.160
C 4.627 0.123 -3.911
H 5.709 -2.348 1.191
H 5.640 -1.357 2.672
H 7.025 -1.193 1.556
H 6.925 1.413 1.141
H 5.525 1.816 2.186
H 5.551 2.347 0.479
H 5.720 0.104 -4.069
H 4.212 0.831 -4.639
H 4.237 -0.880 -4.134
H 4.766 -1.440 -1.226
H 6.251 -0.467 -1.380
H 4.605 2.861 -3.076
H 6.020 2.312 -2.155
H 4.564 2.926 -1.307
Br -2.383 -3.172 2.084
C -3.504 -3.969 0.757
C -4.679 -4.629 1.127
C -5.651 -4.896 0.158
C -5.454 -4.502 -1.174
C -4.253 -3.902 -1.542
C -3.251 -3.683 -0.593
C -2.088 -2.798 -0.926
O -0.909 -3.117 -0.807
O -2.552 -1.620 -1.345
H -4.822 -4.922 2.166
H -6.594 -5.361 0.454
H -6.228 -4.676 -1.928
H -4.088 -3.561 -2.564

Results of the Mulliken charge analysis, in e, for atoms 1 through 5: 0.158, 0.466, 0.634, 0.565, 0.404



Entry 3:
The following is a DFT calculation (the ωB97M-V functional and the def2-TZVPD basis) of a structure of composition C2H2O2P2 at a distorted geometry.

Output
spin multiplicity	1
energy above the lowest of the compared OMol25 structures with the same formula, charge and spin	1.595	eV
net charge	0
lowest unoccupied orbital energy	-0.853	eV
gap between HOMO and LUMO	0.302	Ha

Element x y z (Å)
C 1.191 -0.013 0.193
C -1.157 0.023 0.357
O 2.334 0.028 -0.123
O -2.206 0.036 -0.209
P 0.012 -1.423 0.608
P -0.005 1.369 0.561
H -0.117 -2.157 -0.609
H -0.052 2.138 -0.778

Results of the natural (NBO) charge analysis, in e, for atoms 1 through 5: 0.115, 0.062, -0.493, -0.493, 0.338



Entry 4:
The following is a DFT calculation (the ωB97M-V functional and the def2-TZVPD basis) of the ion C4H7O2 with charge +1 at a distorted geometry.

Output
spin multiplicity	1
energy above the lowest of the compared OMol25 structures with the same formula, charge and spin	3.115	eV
net charge	+1
lowest unoccupied orbital energy	-4.743	eV
gap between HOMO and LUMO	0.412	Ha

Element x y z (Å)
C 0.798 0.448 -0.096
C -1.539 0.259 0.781
C -1.502 -0.294 -0.556
C 1.996 -0.244 -0.093
O 0.566 1.756 -0.293
O -0.288 -0.302 0.235
H -1.506 1.328 1.004
H -1.829 -0.444 1.461
H -1.908 -1.339 -0.572
H -1.550 0.183 -1.447
H 2.187 -0.674 0.955
H 1.779 -0.960 -0.901
H 2.797 0.284 -0.476

Results of the natural (NBO) charge analysis, in e, for atoms 1 through 5: 0.775, -0.035, -0.052, -0.736, -0.491



Entry 5:
The following is a DFT calculation (the ωB97M-V functional and the def2-TZVPD basis) of the ion C15H24NO7P2S2 with charge +1 at a distorted geometry.

Output
spin multiplicity	1
net charge	+1
SMILES	C#CCCC[C@@]1(CC=O)C=[N+](S)[C@@](PP(=O)(O)O)(S(C)(=O)=O)[C@@]1(C)CC=O
lowest unoccupied orbital energy	-4.449	eV
gap between HOMO and LUMO	0.302	Ha

Element x y z (Å)
C 5.252 -0.326 2.569
C 4.628 0.528 2.000
C 3.821 1.518 1.281
C 2.847 0.826 0.307
C 1.505 1.556 0.251
C 0.465 0.940 -0.735
C 0.728 1.650 -2.101
C 0.378 0.870 -3.351
O 1.225 0.332 -3.996
C 0.796 -0.486 -0.993
N -0.062 -1.346 -0.596
S 0.170 -3.073 -0.829
C -1.203 -0.737 0.152
P -2.998 -1.297 -0.226
P -3.217 -3.392 -0.839
O -2.538 -4.457 -0.104
O -2.925 -3.274 -2.394
O -4.806 -3.494 -0.791
S -0.945 -1.296 1.913
C 0.621 -0.816 2.553
O -0.915 -2.722 1.801
O -1.973 -0.675 2.692
C -1.026 0.804 -0.228
C -2.020 1.180 -1.342
C -1.383 1.707 0.974
C -1.259 3.182 0.692
O -0.709 3.912 1.460
H 5.806 -1.077 3.070
H 4.482 2.201 0.750
H 3.246 2.082 2.018
H 3.280 0.797 -0.696
H 2.733 -0.209 0.629
H 1.097 1.684 1.245
H 1.719 2.566 -0.104
H 0.229 2.619 -2.140
H 1.798 1.842 -2.173
H -0.671 0.793 -3.666
H 1.697 -0.783 -1.514
H 0.722 -2.866 -2.033
H -3.488 -1.416 1.078
H -3.138 -4.120 -2.817
H -5.057 -3.898 0.054
H 1.428 -1.203 1.941
H 0.629 -1.356 3.502
H 0.688 0.245 2.751
H -1.710 2.109 -1.813
H -2.086 0.432 -2.128
H -3.013 1.352 -0.940
H -0.748 1.525 1.831
H -2.406 1.468 1.272
H -1.690 3.594 -0.235

Results of the natural (NBO) charge analysis, in e, for atoms 1 through 5: -0.206, -0.035, -0.475, -0.394, -0.418



Entry 6:
The following is a DFT calculation (the ωB97M-V functional and the def2-TZVPD basis) of a cluster of 11 separate species, C30H84N2O22 in total at a distorted geometry.

Output
spin multiplicity	2
energy above the lowest of the compared OMol25 structures with the same formula, charge and spin	3.741	eV
net charge	+1
lowest unoccupied orbital energy (alpha / beta)	-2.770 / -7.920	eV
gap between HOMO and LUMO (alpha / beta)	0.308 / 0.118	Ha

Element x y z (Å)
C 0.843 -2.054 0.347
O 0.744 -2.924 1.502
C 0.870 -4.248 1.023
C 1.067 -5.284 2.152
N 2.360 -4.927 2.674
C 3.430 -5.898 2.424
C 3.064 -7.205 3.070
O 4.220 -7.823 3.593
C 3.858 -9.076 4.182
H 0.541 -1.113 0.807
H 0.176 -2.303 -0.478
H 1.806 -1.751 -0.063
H 1.709 -4.313 0.330
H 0.039 -4.665 0.455
H 1.101 -6.318 1.810
H 0.306 -5.075 2.905
H 2.692 -4.068 2.258
H 4.328 -5.423 2.821
H 3.649 -6.176 1.393
H 2.580 -7.809 2.302
H 2.445 -7.090 3.960
H 4.597 -9.270 4.960
H 3.936 -9.946 3.530
H 2.921 -9.146 4.735
C 3.311 4.953 0.363
O 2.988 3.588 0.367
C 4.053 2.861 -0.263
C 3.873 1.317 0.001
N 4.616 0.601 -1.055
C 6.057 0.620 -0.980
C 6.814 -0.716 -1.333
O 6.103 -1.878 -0.945
C 5.950 -2.182 0.447
H 3.662 5.320 -0.602
H 4.039 5.306 1.093
H 2.602 5.756 0.564
H 5.057 3.049 0.115
H 4.005 3.180 -1.305
H 2.799 1.179 -0.127
H 4.171 0.976 0.992
H 4.301 -0.346 -0.900
H 6.270 0.787 0.076
H 6.356 1.290 -1.786
H 7.836 -0.640 -0.963
H 6.742 -0.688 -2.421
H 6.856 -2.630 0.856
H 5.191 -2.964 0.472
H 5.565 -1.485 1.191
C -1.193 1.378 -0.018
C -1.815 0.486 -1.071
O -2.853 -0.188 -0.458
O 0.190 1.653 -0.398
H -1.092 0.889 0.951
H -1.856 2.207 0.228
H -1.191 -0.285 -1.523
H -2.250 1.125 -1.840
H -3.191 -0.877 -1.034
H 0.584 1.838 0.457
C -5.357 0.473 1.716
C -5.316 1.370 0.418
O -5.558 0.558 -0.727
O -6.712 0.526 2.205
H -4.780 0.846 2.563
H -4.932 -0.522 1.582
H -4.367 1.880 0.256
H -6.105 2.120 0.459
H -4.763 0.025 -0.800
H -7.342 0.288 1.521
C -4.600 -3.349 -0.854
C -3.718 -4.549 -0.534
O -3.763 -5.427 -1.691
O -4.071 -2.520 -1.804
H -4.746 -2.765 0.055
H -5.501 -3.879 -1.162
H -4.285 -4.965 0.299
H -2.655 -4.341 -0.408
H -3.451 -6.277 -1.372
H -3.654 -3.181 -2.360
C 1.449 4.681 -2.810
C 2.064 3.487 -3.562
O 2.088 3.618 -5.022
O 0.100 4.597 -2.647
H 1.727 5.648 -3.228
H 1.933 4.618 -1.835
H 1.560 2.571 -3.255
H 3.126 3.292 -3.416
H 1.215 3.892 -5.313
H 0.047 3.837 -2.062
C -0.456 -4.797 -2.806
C -1.029 -3.469 -3.301
O -0.634 -3.207 -4.656
O 0.820 -4.535 -2.332
H -0.608 -5.641 -3.478
H -1.030 -5.126 -1.940
H -0.671 -2.654 -2.671
H -2.119 -3.484 -3.280
H -0.155 -2.377 -4.591
H 1.335 -4.447 -3.137
C 1.907 3.411 4.497
C 1.963 2.314 3.431
O 0.962 2.252 2.525
O 1.864 4.543 3.725
H 2.748 3.282 5.178
H 0.988 3.358 5.080
H 2.121 1.369 3.950
H 2.832 2.403 2.779
H 0.168 2.634 2.905
H 1.996 4.184 2.844
C -2.671 5.131 3.612
C -1.653 5.912 4.388
O -0.619 6.628 3.730
O -1.998 4.039 2.838
H -3.149 5.794 2.890
H -3.486 4.711 4.200
H -1.137 5.238 5.073
H -2.076 6.455 5.234
H 0.111 6.005 3.717
H -2.679 3.485 2.449
C -5.339 -0.330 -4.550
C -3.993 -0.984 -4.775
O -3.972 -2.373 -4.997
O -6.097 -0.395 -5.751
H -5.278 0.736 -4.332
H -5.911 -0.904 -3.821
H -3.390 -0.736 -3.902
H -3.567 -0.545 -5.677
H -3.078 -2.572 -5.283
H -7.021 -0.378 -5.491
C -1.569 5.980 -0.082
C -2.774 5.468 -0.805
O -3.631 4.446 -0.226
O -1.731 7.019 0.890
H -0.822 6.258 -0.825
H -1.083 5.268 0.585
H -2.597 5.099 -1.815
H -3.483 6.270 -1.009
H -4.448 4.469 -0.730
H -1.326 6.667 1.687

Results of the Mulliken charge analysis, in e, for atoms 1 through 5: -0.089, -0.446, -0.258, -0.408, 0.096



Entry 7:
The following is a DFT calculation (the ωB97M-V functional and the def2-TZVPD basis) of a cluster of 2 separate species, C6H13N in total at a distorted geometry.

Output
spin multiplicity	1
energy above the lowest of the compared OMol25 structures with the same formula, charge and spin	2.472	eV
net charge	0
SMILES	C/C=N/C.C=CC
lowest unoccupied orbital energy	1.166	eV
gap between HOMO and LUMO	0.365	Ha

Element x y z (Å)
C 1.851 0.295 1.186
C 0.410 -0.097 1.118
N -0.526 0.747 1.148
C -1.823 0.261 1.568
C 0.439 -0.351 -1.430
C -0.996 -0.802 -1.509
C 0.916 0.818 -1.839
H 2.076 0.178 2.254
H 2.545 -0.345 0.633
H 1.989 1.343 0.918
H 0.225 -1.174 1.267
H -2.581 0.323 0.781
H -1.784 -0.775 1.937
H -2.163 0.903 2.388
H -1.155 -1.087 -2.550
H -1.203 -1.692 -0.898
H -1.732 -0.033 -1.239
H 1.976 1.065 -1.708
H 0.306 1.474 -2.418
H 1.232 -1.053 -1.607

Results of the natural (NBO) charge analysis, in e, for atoms 1 through 5: -0.664, 0.148, -0.434, -0.433, -0.209



Entry 8:
The following is a DFT calculation (the ωB97M-V functional and the def2-TZVPD basis) of a cluster of 2 separate species, C3H9NO2 in total at a distorted geometry.

Output
spin multiplicity	1
energy above the lowest of the compared OMol25 structures with the same formula, charge and spin	2.001	eV
net charge	0
SMILES	CCNC=O.O
lowest unoccupied orbital energy	0.975	eV
gap between HOMO and LUMO	0.386	Ha

Element x y z (Å)
C -1.035 -0.036 0.104
N -0.074 -0.440 -0.797
C -0.462 -0.592 -2.227
C -0.120 0.589 -3.113
O -0.637 -0.015 1.266
H -2.109 -0.146 -0.256
H 0.937 -0.458 -0.581
H -1.475 -0.705 -2.163
H 0.049 -1.586 -2.552
H 0.787 0.272 -3.771
H 0.276 1.394 -2.663
H -0.912 0.944 -3.686
H 1.316 -0.298 4.681
H 1.374 1.154 4.096
O 1.883 0.358 4.220

Results of the natural (NBO) charge analysis, in e, for atoms 1 through 5: 0.502, -0.614, -0.214, -0.627, -0.607



Entry 9:
The following is a DFT calculation (the ωB97M-V functional and the def2-TZVPD basis) of the molecule C6H9N2O2P at a distorted geometry.

Output
spin multiplicity	1
energy above the lowest of the compared OMol25 structures with the same formula, charge and spin	2.472	eV
net charge	0
SMILES	N#C[C@@H]1C[C@@H]2N[C@H]1O[C@H]2[PH2]=O
lowest unoccupied orbital energy	0.628	eV
gap between HOMO and LUMO	0.390	Ha

Element x y z (Å)
C -1.343 -0.648 -2.657
C 1.015 -0.233 0.897
C -0.899 -1.423 -0.354
C -0.340 -0.588 -1.636
C -0.596 -0.492 0.798
C -0.078 0.720 -0.937
N -2.075 -0.628 -3.551
N -1.033 0.647 0.078
O 1.259 0.494 -0.356
O 0.496 2.224 1.707
P 1.433 1.133 1.930
H 1.555 -1.130 0.822
H -1.915 -1.505 -0.429
H -0.463 -2.336 -0.204
H 0.571 -1.045 -1.946
H -0.951 -0.759 1.811
H 0.041 1.708 -1.515
H -0.901 1.465 0.734
H 2.577 1.510 1.423
H 1.648 0.885 3.386

Results of the natural (NBO) charge analysis, in e, for atoms 1 through 5: 0.290, -0.330, -0.357, -0.363, -0.060



Entry 10:
The following is a DFT calculation (the ωB97M-V functional and the def2-TZVPD basis) of a cluster of 2 separate species, C5H13NS in total at a distorted geometry.

Output
spin multiplicity	1
energy above the lowest of the compared OMol25 structures with the same formula, charge and spin	1.781	eV
net charge	0
SMILES	C=NC.CCCS
lowest unoccupied orbital energy	0.489	eV
gap between HOMO and LUMO	0.317	Ha

Element x y z (Å)
C 1.843 -0.325 0.176
C 1.610 0.912 -0.685
C 1.187 2.126 0.138
S -0.492 1.976 0.849
H 2.778 -0.230 0.727
H 1.876 -1.244 -0.416
H 1.055 -0.434 0.924
H 2.549 1.153 -1.193
H 0.821 0.726 -1.418
H 1.166 2.988 -0.523
H 1.887 2.265 0.962
C -2.016 -1.546 0.996
C -1.788 -0.949 -1.234
N -1.958 -0.524 -0.059
H -2.296 -1.073 1.937
H -1.032 -1.981 1.132
H -2.765 -2.313 0.775
H -2.270 -1.893 -1.513
H -1.289 -0.321 -1.963
H -0.868 0.690 0.387

Results of the natural (NBO) charge analysis, in e, for atoms 1 through 5: -0.616, -0.399, -0.504, -0.169, 0.206



Number 1: calculated total energy -132079.7808 eV. Number 2: calculated total energy -145376.7920 eV. Number 3: calculated total energy -24776.3496 eV. Number 4: calculated total energy -8345.1505 eV. Number 5: calculated total energy -72005.5736 eV. Number 6: calculated total energy -80476.7542 eV. Number 7: calculated total energy -7920.3614 eV. Number 8: calculated total energy -8840.9537 eV. Number 9: calculated total energy -22729.6357 eV. Number 10: calculated total energy -17719.4696 eV.